No. 1
{"formula": "C26H30N2O4P2SeTi", "method": "ωB97M-V/def2-TZVPD", "gap_ev": [6.18, 7.09], "e_lumo_ev": [2.61, 2.61], "spin_multiplicity": 2, "charge": -1, "homo_ev": [-3.57, -4.48], "s2": 0.7727, "species": ["Ti", "O", "C", "O", "C", "C", "C", "C", "C", "C", "P", "C", "C", "C", "C", "C", "C", "C", "C", "C", "C", "C", "C", "H", "H", "H", "H", "H", "H", "H", "H", "H", "H", "H", "H", "H", "H", "C", "C", "N", "O", "C", "C", "N", "O", "H", "H", "H", "H", "H", "H", "H", "Se", "C", "P", "C", "C", "H", "H", "H", "H", "H", "H", "H", "H", "H"], "positions_angstrom": [[-0.353589, 1.047871, -1.331653], [-0.454874, -1.525179, -3.995644], [-0.196286, -1.437353, -2.809744], [-0.897777, -0.751755, -1.951424], [0.915471, -2.294039, -2.228064], [1.279868, -3.390799, -3.009918], [2.107216, -4.382755, -2.520635], [2.549868, -4.307818, -1.208022], [2.213061, -3.210136, -0.437194], [1.447000, -2.156705, -0.943094], [1.153765, -0.658688, 0.109190], [2.831182, -0.175628, 0.660006], [3.177418, 1.144411, 0.381709], [4.427030, 1.638213, 0.728105], [5.343218, 0.826421, 1.375147], [5.003738, -0.485228, 1.677532], [3.759164, -0.980741, 1.322870], [0.339539, -1.558665, 1.494183], [-0.925127, -2.075771, 1.200231], [-1.630325, -2.796657, 2.149408], [-1.079805, -3.016260, 3.406580], [0.171306, -2.502188, 3.705594], [0.878212, -1.772107, 2.756480], [0.862922, -3.445047, -4.006238], [2.374401, -5.227100, -3.144202], [3.150849, -5.101744, -0.781377], [2.530192, -3.189328, 0.593778], [2.465368, 1.785945, -0.121955], [4.676056, 2.664429, 0.489649], [6.317130, 1.212986, 1.650416], [5.706146, -1.126281, 2.196166], [3.525021, -1.999486, 1.591369], [-1.347450, -1.914526, 0.213523], [-2.610723, -3.188553, 1.907427], [-1.629239, -3.579671, 4.150994], [0.600503, -2.653953, 4.688515], [1.826710, -1.327015, 3.019969], [-2.709667, 2.888417, 1.653333], [-1.390308, 2.218513, 1.355193], [-0.895693, 2.301650, 0.125034], [-1.211117, 3.602796, -0.440380], [-0.744406, 1.588472, 2.444375], [-1.454677, 1.287516, 3.733761], [0.585184, 1.412834, 2.322793], [1.204634, 1.076244, 3.351712], [-2.937718, 3.636993, 0.902808], [-2.723168, 3.355601, 2.637135], [-3.487070, 2.120176, 1.638555], [-0.432996, 3.705970, -1.021269], [-2.467106, 0.923783, 3.553857], [-1.519773, 2.161482, 4.390654], [-0.889780, 0.526341, 4.271254], [1.091405, 2.186232, -2.665193], [-2.369808, 3.482888, -3.505291], [-2.435950, 1.851414, -2.692995], [-4.064080, 1.949583, -1.847775], [-2.822694, 0.755325, -4.095994], [-3.262027, 3.658531, -4.111799], [-1.475627, 3.513422, -4.127030], [-2.283985, 4.255662, -2.742722], [-4.871262, 2.185538, -2.545234], [-4.018026, 2.722248, -1.080284], [-4.281628, 0.996045, -1.363549], [-3.651434, 1.141545, -4.694495], [-3.060519, -0.238458, -3.718039], [-1.927833, 0.644157, -4.708106]], "forces_ev_per_angstrom": [[0.485, -0.587, -0.432], [-0.019, 0.054, 0.039], [-0.030, -0.147, -0.157], [-0.220, -0.327, -0.030], [-0.050, -0.088, -0.036], [-0.009, 0.002, -0.027], [-0.003, -0.002, -0.028], [-0.006, 0.014, 0.020], [0.026, 0.022, -0.049], [-0.022, -0.081, 0.028], [-0.017, -0.191, -0.017], [-0.039, 0.035, 0.100], [0.013, 0.002, -0.026], [-0.010, 0.011, -0.007], [0.004, -0.009, 0.001], [-0.009, 0.016, -0.008], [0.005, 0.028, 0.045], [-0.039, 0.042, -0.052], [0.013, -0.010, -0.003], [-0.002, 0.000, -0.001], [-0.012, -0.006, -0.003], [0.013, 0.012, -0.019], [0.001, 0.087, 0.009], [0.006, -0.005, 0.000], [-0.004, 0.001, -0.001], [-0.003, 0.000, 0.001], [0.010, -0.009, -0.032], [0.002, -0.003, -0.007], [-0.001, 0.002, 0.007], [0.000, -0.001, 0.002], [0.003, 0.003, -0.001], [0.015, 0.048, 0.016], [-0.009, -0.005, 0.010], [0.000, -0.001, -0.001], [-0.002, 0.001, -0.001], [0.001, 0.009, -0.003], [0.005, 0.004, 0.014], [0.041, 0.181, -0.062], [0.021, 0.212, 0.571], [-0.110, 0.863, 1.248], [-0.172, -0.248, -0.254], [-0.362, -0.260, -0.369], [0.050, 0.005, -0.056], [0.224, 0.168, -0.169], [0.033, -0.093, 0.103], [-0.064, -0.012, -0.014], [0.046, -0.044, 0.005], [-0.049, -0.010, 0.019], [-0.072, 0.020, -0.101], [-0.020, 0.002, 0.011], [0.011, -0.008, 0.014], [-0.006, -0.018, -0.031], [0.337, 0.352, -0.176], [0.016, -0.003, 0.012], [-0.145, -0.005, -0.116], [0.045, -0.016, 0.018], [0.029, -0.022, 0.004], [0.011, -0.012, 0.003], [0.001, 0.013, -0.005], [0.001, 0.006, -0.003], [0.022, 0.000, -0.017], [0.012, 0.000, 0.020], [-0.004, 0.004, -0.005], [0.008, 0.011, 0.013], [0.007, 0.000, -0.004], [-0.006, -0.004, -0.012]]}



No. 2
{"formula": "C30H103IO23Si2", "method": "ωB97M-V/def2-TZVPD", "gap_ev": 9.18, "e_lumo_ev": 0.20, "spin_multiplicity": 1, "homo_ev": -8.98, "species": ["C", "C", "C", "O", "Si", "C", "O", "Si", "I", "C", "C", "C", "C", "O", "C", "C", "C", "O", "H", "H", "H", "H", "H", "H", "H", "H", "H", "H", "H", "H", "H", "H", "H", "H", "H", "H", "H", "H", "H", "H", "H", "H", "H", "H", "H", "C", "O", "H", "H", "H", "H", "C", "O", "H", "H", "H", "H", "C", "O", "H", "H", "H", "H", "C", "O", "H", "H", "H", "H", "C", "O", "H", "H", "H", "H", "C", "O", "H", "H", "H", "H", "C", "O", "H", "H", "H", "H", "C", "O", "H", "H", "H", "H", "C", "O", "H", "H", "H", "H", "C", "O", "H", "H", "H", "H", "C", "O", "H", "H", "H", "H", "C", "O", "H", "H", "H", "H", "C", "O", "H", "H", "H", "H", "C", "O", "H", "H", "H", "H", "C", "O", "H", "H", "H", "H", "C", "O", "H", "H", "H", "H", "C", "O", "H", "H", "H", "H", "C", "O", "H", "H", "H", "H", "C", "O", "H", "H", "H", "H"], "positions_angstrom": [[-0.380861, -5.451137, 2.104695], [0.137937, -4.170002, 1.382119], [-0.957976, -3.084385, 1.520972], [-0.405089, -1.759030, 1.552511], [-1.228689, -0.648071, 0.584141], [0.031762, 0.487818, -0.260600], [-2.333618, 0.339290, 1.421309], [-3.976511, -0.003523, 1.076226], [-5.232457, 1.887820, 2.116877], [-4.346052, 0.003401, -0.779383], [-5.099124, -1.226446, -1.350180], [-4.331656, -2.560326, -1.242063], [-3.567420, -2.939464, -2.508945], [-3.086230, -4.275083, -2.359084], [-4.386470, -1.587032, 2.022733], [-5.840595, -2.108384, 1.912858], [-6.245428, -2.676562, 3.300666], [-6.775993, -1.077973, 1.590346], [-1.411648, -5.340473, 2.434957], [-0.372282, -6.298532, 1.411938], [0.229230, -5.659850, 2.984301], [0.251348, -4.424977, 0.326982], [1.054794, -3.781396, 1.822918], [-1.544872, -3.230176, 2.432886], [-1.615436, -3.198358, 0.646133], [-1.950006, -1.345777, -0.500465], [-0.224974, 0.527859, -1.327478], [1.059658, 0.132931, -0.136766], [-0.115906, 1.504819, 0.117966], [-4.989424, 0.874529, -0.962326], [-3.456935, 0.172720, -1.394617], [-5.237861, -1.026177, -2.422241], [-6.110415, -1.333099, -0.957979], [-3.628772, -2.607848, -0.410950], [-5.064582, -3.357202, -1.059904], [-2.707151, -2.276272, -2.649095], [-4.251028, -2.928984, -3.364599], [-2.192460, -4.318511, -2.694753], [-3.703337, -2.416069, 1.811183], [-4.216195, -1.342473, 3.081588], [-5.900707, -2.926536, 1.188855], [-6.308011, -1.848906, 4.010993], [-5.419242, -3.308664, 3.637627], [-7.191480, -3.217128, 3.254581], [-7.393365, -1.466373, 0.976919], [4.282379, 0.356334, -1.444497], [3.243964, 0.590539, -0.498525], [4.001388, 0.825141, -2.384902], [5.218975, 0.794208, -1.093760], [4.412175, -0.714255, -1.606360], [3.499195, 0.170579, 0.336441], [1.725434, 4.554491, 0.323548], [1.551589, 3.431294, 1.188629], [1.118030, 5.373613, 0.691787], [2.775120, 4.859567, 0.312408], [1.403947, 4.298163, -0.688904], [2.095880, 2.717469, 0.841144], [0.610013, -6.530662, -2.038546], [-0.248575, -5.684073, -2.798069], [1.403005, -5.916576, -1.617781], [0.057830, -7.007354, -1.224984], [1.052972, -7.299651, -2.677181], [-0.943006, -6.238220, -3.164025], [6.055935, -2.821155, 0.601768], [6.179352, -1.401692, 0.448708], [5.605195, -3.224858, -0.302585], [7.041499, -3.266076, 0.745202], [5.417695, -3.059216, 1.456285], [6.587802, -1.063199, 1.253162], [1.477685, -3.143761, -3.694167], [2.527755, -2.260101, -4.064060], [0.904570, -2.690564, -2.887632], [0.816577, -3.320223, -4.547491], [1.891202, -4.094080, -3.348110], [3.015555, -2.688657, -4.774047], [1.654888, 3.290735, 5.126382], [1.106825, 4.556749, 4.785318], [1.962219, 3.313235, 6.170079], [0.906338, 2.505231, 4.992568], [2.527021, 3.078087, 4.501842], [0.845809, 4.509974, 3.860489], [-6.769834, -2.762258, 7.545520], [-5.703941, -2.876059, 6.606972], [-7.135271, -3.762888, 7.762645], [-6.419582, -2.301620, 8.472894], [-7.586694, -2.166727, 7.129497], [-5.389235, -1.988694, 6.420768], [2.971416, 2.008253, -5.025721], [1.939101, 2.236944, -4.070077], [2.680279, 2.480915, -5.961537], [3.911026, 2.447556, -4.678048], [3.103037, 0.936747, -5.193966], [2.205495, 1.813594, -3.249277], [-2.937167, -3.957219, 5.226238], [-1.716613, -4.476149, 4.702274], [-3.203005, -3.089515, 4.625118], [-3.740044, -4.694951, 5.160768], [-2.811551, -3.644385, 6.265013], [-1.469581, -5.234891, 5.234918], [4.218105, -0.802775, 3.316439], [3.708648, -0.927343, 1.993021], [3.382627, -0.607966, 3.983807], [4.713190, -1.728736, 3.625071], [4.926052, 0.029276, 3.381051], [4.471912, -1.122459, 1.427915], [0.678185, 5.530398, -5.189591], [1.871519, 4.969169, -5.730237], [0.433127, 6.423566, -5.758943], [-0.145987, 4.819814, -5.268791], [0.826543, 5.803841, -4.141474], [2.072570, 4.181418, -5.217567], [3.846800, 7.567316, 0.704275], [3.288967, 7.435488, -0.599798], [3.038841, 7.739121, 1.411048], [4.374464, 6.650504, 0.981104], [4.539372, 8.412595, 0.743485], [4.015886, 7.281532, -1.206204], [7.887215, -4.503120, 3.419881], [8.008943, -3.089530, 3.272970], [7.442458, -4.900267, 2.510556], [8.868894, -4.960341, 3.564163], [7.241916, -4.747953, 4.267019], [8.400880, -2.749213, 4.079764], [-2.134703, 6.215305, 1.072065], [-1.101104, 6.107263, 0.097080], [-2.503877, 5.215637, 1.288860], [-1.740880, 6.661220, 1.989775], [-2.953224, 6.828142, 0.684278], [-0.781815, 6.993822, -0.086191], [7.214368, -0.925638, -4.467376], [6.188896, -0.708519, -3.504947], [6.908135, -0.451706, -5.396782], [8.156698, -0.480568, -4.135818], [7.356944, -1.995247, -4.645641], [6.462780, -1.128620, -2.685757], [-1.874011, 6.930798, -7.791143], [-2.021654, 5.780457, -6.966426], [-2.495628, 7.722131, -7.379057], [-0.832737, 7.265728, -7.803351], [-2.199949, 6.718542, -8.812913], [-1.469073, 5.088997, -7.337063], [-4.414465, 6.461458, -2.086242], [-4.419948, 7.875198, -1.893920], [-5.014093, 6.007345, -1.300948], [-4.843676, 6.208938, -3.059431], [-3.392006, 6.079522, -2.024335], [-3.887812, 8.262795, -2.591058], [-6.504563, 3.737119, 6.144829], [-7.078740, 3.610848, 4.850143], [-7.311612, 3.898128, 6.855954], [-5.966175, 2.825110, 6.418769], [-5.821720, 4.590127, 6.184036], [-6.358937, 3.468566, 4.229447], [4.862176, -5.758887, -4.703619], [4.003582, -4.915193, -5.465592], [5.652236, -5.142594, -4.282268], [4.309531, -6.236068, -3.889688], [5.309278, -6.526788, -5.339728], [3.310066, -5.467308, -5.832820]], "forces_ev_per_angstrom": [[0.411, 0.114, -0.544], [-1.408, -0.129, 0.654], [0.536, -0.125, -0.119], [-1.196, 0.395, -1.098], [1.676, 1.374, 0.417], [-0.895, -0.343, 0.421], [-0.998, -1.500, -1.150], [1.082, 0.324, 0.479], [0.329, -0.290, -0.219], [-0.824, 0.021, -0.091], [0.743, -0.011, -0.400], [-0.512, -0.355, -0.237], [-0.068, -0.292, 0.451], [-0.172, -0.066, 0.155], [-0.758, 0.268, 0.049], [-0.038, -0.451, 1.523], [0.727, 0.183, -0.734], [0.547, 0.078, -0.302], [0.056, 0.079, 0.039], [0.227, -0.064, 0.263], [-0.112, -0.200, -0.066], [0.407, 0.376, 0.022], [0.080, -0.127, -0.167], [0.176, -0.100, -0.021], [-0.158, 0.002, 0.246], [-0.109, -0.314, 0.285], [0.170, -0.115, 0.088], [-0.247, 0.253, -0.081], [0.351, -0.095, 0.083], [0.163, -0.019, 0.104], [0.112, -0.004, 0.318], [-0.097, -0.023, 0.122], [0.155, 0.164, 0.277], [-0.116, 0.168, 0.045], [0.183, -0.039, -0.097], [-0.258, 0.206, -0.230], [0.170, 0.348, -0.069], [0.376, -0.059, 0.007], [0.055, 0.204, -0.170], [0.120, 0.165, -0.182], [0.087, 0.202, -0.180], [-0.186, -0.013, -0.122], [-0.370, -0.295, 0.122], [0.091, -0.021, 0.133], [-0.449, 0.056, -0.243], [-0.156, 0.022, 0.356], [0.152, 0.136, 0.040], [0.019, -0.056, -0.012], [0.111, -0.036, -0.163], [0.047, 0.034, -0.165], [-0.275, 0.135, -0.031], [0.297, -0.391, 0.034], [-0.040, 0.153, 0.177], [-0.062, -0.069, 0.018], [-0.038, 0.087, -0.121], [0.002, 0.193, -0.043], [-0.055, -0.130, -0.024], [-0.217, -0.016, -0.081], [0.022, 0.045, -0.017], [-0.034, 0.055, -0.022], [0.105, -0.027, 0.050], [0.070, -0.024, 0.081], [-0.074, -0.018, -0.035], [0.233, 0.051, 0.097], [-0.288, -0.116, 0.116], [-0.037, 0.144, -0.024], [-0.060, -0.081, 0.015], [0.024, -0.150, -0.031], [0.243, -0.028, -0.058], [0.313, 0.023, -0.261], [-0.122, 0.135, 0.106], [0.059, 0.068, 0.003], [-0.129, -0.138, 0.125], [-0.175, -0.072, 0.017], [0.154, -0.053, 0.043], [-0.114, 0.105, -0.313], [0.030, 0.014, 0.156], [-0.042, 0.113, 0.005], [0.116, -0.119, 0.040], [0.008, -0.158, 0.064], [0.025, -0.003, -0.079], [0.155, 0.195, -0.133], [-0.050, -0.161, 0.115], [0.047, -0.020, -0.043], [-0.108, -0.032, 0.052], [-0.066, -0.037, 0.093], [0.057, 0.059, -0.061], [0.067, -0.296, 0.290], [-0.032, 0.213, -0.237], [-0.033, -0.041, -0.011], [0.076, -0.056, -0.152], [0.107, 0.031, -0.074], [-0.111, -0.003, 0.124], [0.194, -0.139, 0.064], [-0.141, 0.160, 0.033], [0.015, 0.000, -0.001], [-0.071, 0.089, 0.050], [-0.146, 0.041, -0.005], [0.063, -0.074, 0.014], [0.000, 0.027, -0.210], [0.198, -0.026, -0.039], [-0.025, 0.003, -0.032], [0.015, 0.041, 0.101], [0.001, -0.009, 0.129], [-0.093, -0.041, -0.079], [0.285, -0.288, 0.110], [-0.033, 0.199, -0.145], [0.039, -0.016, -0.035], [-0.099, 0.111, 0.099], [-0.135, 0.042, 0.004], [-0.096, 0.028, 0.177], [0.160, -0.088, -0.302], [-0.135, 0.108, 0.204], [-0.057, -0.028, -0.073], [0.011, 0.063, 0.182], [0.001, -0.010, 0.124], [-0.005, -0.026, -0.137], [0.092, 0.199, 0.180], [-0.129, -0.091, -0.167], [-0.002, 0.053, -0.016], [-0.052, -0.101, -0.021], [-0.001, -0.111, -0.041], [0.041, 0.100, 0.040], [0.132, 0.257, -0.165], [-0.113, -0.141, 0.002], [0.059, -0.025, -0.047], [-0.157, -0.040, 0.080], [-0.090, -0.038, 0.151], [0.043, 0.051, -0.075], [-0.068, -0.051, 0.296], [0.089, 0.028, -0.233], [-0.050, 0.012, 0.025], [0.053, -0.034, -0.117], [0.084, 0.027, -0.101], [-0.045, 0.034, 0.121], [0.105, -0.282, 0.020], [-0.193, 0.208, -0.058], [-0.018, -0.039, 0.040], [-0.035, 0.102, -0.068], [0.015, 0.131, -0.030], [0.053, -0.099, 0.044], [0.236, 0.231, -0.184], [-0.143, -0.088, 0.190], [-0.013, 0.083, 0.021], [-0.003, -0.145, 0.050], [-0.072, -0.174, 0.010], [0.047, 0.065, -0.047], [0.070, -0.044, -0.302], [-0.085, 0.077, 0.204], [-0.036, -0.002, -0.041], [0.032, 0.051, 0.114], [0.022, -0.025, 0.133], [-0.016, -0.047, -0.063], [-0.230, -0.024, -0.122], [0.101, 0.110, 0.094], [-0.031, 0.056, -0.028], [0.105, -0.032, 0.050], [0.073, -0.024, 0.087], [-0.094, 0.018, -0.075]]}



Respective energy above the lowest of the compared OMol25 structures with the same formula, charge and spin values: 158.3 60.3 kJ/mol.